40
Properties=species:S:1:pos:R:3:forces:R:3:nbo_charge:R:1 method="wB97M-V/def2-TZVPD" homo_lumo_gap_ev=6.7 e_above_lowest_kj_mol=160.3 total_charge=+1 energy_ev=-92092.7547 lumo_energy_ev=-5.3
H -0.56340 5.57233 0.77615 0.0 0.0 0.0 0.452
C -0.19572 1.51765 2.55229 0.0 0.1 0.1 0.115
N -0.41398 4.57601 0.83791 0.0 0.0 -0.1 -0.302
H 2.92610 -4.64023 -2.33031 0.0 0.0 0.0 0.237
C 2.53101 -2.13399 -0.12001 0.0 0.0 0.0 0.016
H 2.65640 -2.75998 -3.91731 0.0 0.0 0.0 0.246
P -1.56933 -1.25822 -1.57626 0.0 0.4 -1.0 2.542
C 2.29788 -1.05585 -0.99321 0.0 0.1 0.0 -0.335
N -0.05074 2.53052 0.41109 -0.2 0.2 -0.7 -0.447
P -2.92352 1.09658 -0.97811 0.2 0.3 -0.5 2.514
H -0.19791 3.93259 -1.20550 -0.1 0.0 0.0 0.280
H -4.61284 1.76885 -2.14896 0.0 0.0 0.0 0.527
O -2.62766 0.96839 0.48854 0.4 -0.1 0.1 -1.112
S 2.00040 0.55228 -0.40737 0.0 -0.1 -0.1 0.166
H 2.92027 -4.21789 0.11193 0.0 0.0 0.0 0.245
C 2.38690 -1.31043 -2.37654 0.0 0.0 0.0 0.038
Pt -0.31530 0.66551 -0.19006 -0.7 -1.9 2.5 1.377
C 2.74818 -3.41310 -0.58768 0.0 0.0 0.0 -0.249
O -2.93954 -0.41014 -1.62679 0.0 -0.3 0.1 -1.074
O -4.38375 1.60944 -1.22499 -0.1 -0.1 0.1 -0.968
H -2.22794 -2.57646 -3.16178 0.0 0.0 0.0 0.536
C 2.60082 -2.59386 -2.85147 0.0 0.0 0.0 -0.243
C -0.21731 3.71422 -0.15136 0.1 0.1 -0.1 0.282
N -0.42673 3.97370 2.04374 0.0 0.0 0.3 -0.186
H -0.15877 -1.66692 1.78529 -0.1 0.0 0.0 0.283
H -0.22089 2.33408 4.52645 0.0 0.0 0.0 0.240
C -0.22075 2.72514 1.75133 0.1 0.0 -0.2 0.304
C -0.18133 -0.82911 3.79773 0.0 0.0 -0.1 0.035
O -1.12792 -1.41241 -0.12438 0.5 0.6 -0.1 -1.051
H -0.18000 -1.79130 4.29370 0.0 0.0 0.0 0.235
O -1.93158 -2.62221 -2.24378 0.0 -0.2 0.3 -0.965
N -0.19873 0.25489 4.54693 0.0 0.1 0.0 -0.302
O -1.84899 1.87487 -1.69173 -0.3 0.1 -0.3 -1.145
C -0.20418 1.43332 3.92617 0.0 0.0 0.0 0.062
N -0.16830 0.39478 1.80269 0.1 0.5 -0.2 -0.312
Cl 2.31389 -0.02751 -3.51332 0.0 0.0 -0.1 0.078
C -0.15991 -0.78216 2.40052 -0.1 -0.2 0.0 0.073
Cl 2.61093 -1.87788 1.59270 0.1 -0.1 0.0 0.027
O -0.48594 -0.47696 -2.26665 0.0 0.3 -0.3 -1.094
C 2.76018 -3.63853 -1.95762 0.0 0.0 0.0 -0.123

28
Properties=species:S:1:pos:R:3:forces:R:3:nbo_charge:R:1 method="wB97M-V/def2-TZVPD" smiles="Cn1cc2ccccc2c1N1C=NC(F)=N[C@H]1F" homo_lumo_gap_ev=8.0 e_above_lowest_kj_mol=112.5 total_charge=0 energy_ev=-23999.5478 lumo_energy_ev=0.4
C -0.11052 1.19907 1.15530 -0.4 -0.8 -0.4 -0.147
C 2.76364 0.19889 -0.67072 -0.3 -2.2 -2.0 0.481
C 0.97808 -2.30575 1.16254 0.3 0.0 2.0 -0.410
H 1.91877 -2.31912 0.60267 -0.1 0.7 0.2 0.221
H 3.21834 -0.43205 0.13192 -0.4 0.6 -0.7 0.174
C 0.51335 0.10349 0.55329 0.5 1.4 0.3 0.274
N 1.28905 0.60908 -2.97034 -0.5 -0.8 0.0 -0.545
C 0.74443 0.70627 -1.76495 4.7 -2.8 -1.8 0.359
H 1.18901 -2.73919 2.19877 -0.4 0.5 -1.5 0.225
H 0.34163 -2.96320 0.59980 -0.7 -0.2 0.0 0.218
C -0.97150 3.46630 1.51151 -0.2 -1.7 0.4 -0.216
F 3.12044 1.46534 -0.53060 1.2 1.9 0.6 -0.335
C -1.68814 2.99856 2.68971 1.5 -1.2 -0.6 -0.214
C -0.28035 2.50416 0.79381 1.0 4.4 -2.7 -0.186
N 0.37048 -0.96235 1.38536 0.2 -0.2 1.0 -0.282
C -0.34280 -0.53300 2.53067 -0.1 0.3 -1.5 -0.077
H -2.19833 3.73256 3.24976 -0.8 0.4 0.7 0.213
H -2.06447 1.14601 3.91779 0.1 1.1 -0.2 0.217
H -1.01300 4.51503 1.17055 0.0 -0.8 0.3 0.223
F 2.86037 -0.73405 -4.20784 -1.1 1.3 1.2 -0.291
H 0.24569 2.90302 -0.13938 -0.7 -0.7 1.2 0.205
N 1.31416 0.20686 -0.61352 -0.6 -0.9 -1.0 -0.449
H -0.16377 1.10563 -1.67278 -3.6 1.6 0.3 0.191
C -0.74204 0.79335 2.32751 0.6 -1.3 0.7 -0.083
C -1.54913 1.67481 3.09519 -0.4 0.2 -0.1 -0.200
H -0.63994 -1.09042 3.38305 0.2 -1.1 0.1 0.218
N 3.24887 -0.28820 -2.01132 -1.3 -0.5 -0.8 -0.549
C 2.46460 -0.14415 -3.06080 1.1 0.8 4.4 0.767

44
Properties=species:S:1:pos:R:3:forces:R:3:nbo_charge:R:1 method="wB97M-V/def2-TZVPD" homo_lumo_gap_ev="5.5 / 3.9" e_above_lowest_kj_mol=111.7 total_charge=+2 multiplicity=2 energy_ev=-92071.7164 s2=0.76 lumo_energy_ev="-8.3 / -10.0"
C 2.69872 1.96320 2.30035 -0.1 0.1 -0.1 0.385
O -1.95599 -1.19757 0.56246 0.5 -0.1 0.1 -0.871
O -4.68007 2.45642 0.17903 0.1 0.1 0.3 -0.769
O -2.17897 2.50656 0.59335 -0.3 0.4 -0.7 -0.886
C 0.62603 -0.81519 -0.75149 -0.3 0.5 -0.2 0.791
C -4.45479 -1.89117 -0.09838 0.0 0.2 -0.1 0.817
C 2.35524 -3.10782 -3.08342 0.0 0.0 0.0 -0.246
F -5.60592 -1.30540 -0.32376 0.0 0.0 0.0 -0.266
S -1.03647 0.92696 2.64404 0.1 0.1 0.2 0.167
O 0.56767 -0.49016 0.52535 -0.1 -0.5 -0.5 -0.599
H 4.73955 2.34036 2.02727 0.0 0.0 0.0 0.299
N 2.73795 1.60134 3.53675 -0.1 -0.1 0.1 -0.176
H 3.90102 1.91379 0.53416 0.0 0.0 0.0 0.243
S -3.28623 -0.60120 0.59493 -0.8 0.5 -0.2 2.159
O -0.08314 -0.00368 -1.45291 0.2 -0.1 -0.4 -0.633
N -3.02436 0.57172 -0.55411 0.2 -0.1 0.3 -1.106
N 0.81451 2.04340 0.58891 -0.2 0.7 -0.5 -0.527
H 1.27202 0.87216 4.79348 0.0 0.0 0.0 0.467
H 0.55425 3.03473 0.53286 0.0 0.0 -0.1 0.444
Ir -0.86856 0.85621 0.29424 0.8 -1.2 2.2 1.350
N 1.38740 1.80051 1.84740 -0.1 -0.2 0.1 -0.229
C 1.64452 -2.02514 -2.61582 -0.1 -0.1 0.0 -0.100
F -3.84849 2.31517 -2.78829 0.0 0.0 0.0 -0.261
C 0.62521 1.30170 2.84421 -0.1 0.0 -0.1 0.245
S -3.37737 2.12986 -0.24081 0.1 -0.4 -0.3 2.175
H 3.68714 3.53099 1.24787 0.0 0.0 0.0 0.264
C -3.06312 2.89802 -1.92025 -0.2 0.0 0.1 0.793
H 1.50514 1.84507 -0.14007 0.0 0.0 0.0 0.441
C 1.37094 -1.92432 -1.24466 0.0 0.0 0.1 -0.259
F -4.54846 -2.80612 0.83599 0.0 0.0 0.0 -0.262
C 2.48906 -4.00768 -0.83114 0.0 0.0 0.1 -0.236
H 2.58487 -3.19306 -4.13621 0.0 0.0 0.0 0.253
O -3.81885 -0.10183 1.81459 0.0 -0.1 -0.1 -0.840
F -3.34547 4.17222 -1.78092 0.0 0.0 -0.1 -0.266
I 3.81184 -5.73408 -2.90849 0.0 -0.1 0.0 0.302
H 1.30105 -1.26027 -3.30020 0.0 0.0 0.0 0.242
C 2.77330 -4.10273 -2.19534 0.0 0.1 0.0 -0.104
C 1.79751 -2.91734 -0.35137 0.1 0.0 0.0 -0.117
N 1.46423 1.20082 3.85650 0.1 0.1 0.1 -0.322
F -1.78849 2.73732 -2.25254 0.0 0.0 0.0 -0.298
H 2.80786 -4.78874 -0.15548 0.0 0.0 0.0 0.251
C 3.81511 2.47022 1.47000 0.0 0.0 0.0 -0.685
F -3.93542 -2.37632 -1.20127 0.0 0.0 0.0 -0.269
H 1.56804 -2.83896 0.70319 0.0 0.0 0.0 0.237

30
Properties=species:S:1:pos:R:3:forces:R:3:nbo_charge:R:1 method="wB97M-V/def2-TZVPD" homo_lumo_gap_ev=6.7 total_charge=+3 energy_ev=-49577.1844 lumo_energy_ev=-14.4
C 0.81403 -0.46794 -2.93545 -0.1 -0.6 -0.5 -0.189
N -0.08205 2.70695 1.04976 0.0 0.2 -0.3 -0.555
C 1.19115 0.21634 2.79868 0.0 0.0 0.0 -0.308
C 0.41816 2.53818 2.41773 0.0 -0.3 -0.1 0.785
C -0.57745 -0.30972 -3.10140 0.1 -0.5 -0.2 -0.153
O 0.13399 -1.07202 0.97515 0.0 -1.0 0.7 -0.584
C -1.46839 -1.19484 -2.46100 0.3 -0.3 -0.5 -0.146
H -0.95853 0.42640 -3.80164 0.0 0.3 0.3 0.321
H 1.02322 -0.62304 3.47508 -0.1 0.0 0.0 0.303
O -0.69233 1.35140 -0.73082 -1.0 2.0 -0.7 -0.542
N 0.09499 1.22744 2.91317 0.0 0.2 0.4 -0.395
H 2.15443 0.67470 3.01966 0.0 0.1 -0.1 0.317
F -2.43001 0.10566 0.69931 -0.4 0.1 0.3 -0.259
C 1.06418 -0.24330 1.33038 0.2 0.3 0.3 0.832
O 1.13719 3.31085 2.91674 0.0 0.1 0.0 -0.333
H 0.80485 -3.38155 -1.13134 0.0 0.1 0.3 0.319
C -0.96506 -2.26836 -1.69227 0.2 -0.3 -0.6 -0.188
C -0.86025 1.79940 0.50096 -0.2 -0.2 1.2 0.604
H -2.53107 -1.13056 -2.67300 -0.1 0.2 0.3 0.320
H 2.38778 -1.75521 -2.17718 0.0 0.2 0.3 0.324
H -1.64532 -3.02236 -1.30900 0.0 0.2 0.3 0.321
H -1.47532 -0.17693 3.14361 0.1 -0.1 -0.1 0.301
C 1.32104 -1.55546 -2.18196 -0.2 -0.3 -0.5 -0.190
Ti 0.00428 -0.27113 -0.72854 0.5 -0.3 0.4 1.615
C -1.12084 0.67652 2.56938 -0.2 0.1 -0.2 0.134
H 1.50028 0.16529 -3.48949 0.0 0.2 0.2 0.324
O 1.56118 0.36432 0.32935 0.5 -0.1 0.1 -0.548
H 0.42951 3.39244 0.49140 0.1 -0.1 -0.1 0.494
C -1.66067 0.98670 1.36558 0.2 0.0 -0.5 0.224
C 0.42705 -2.47019 -1.58285 -0.1 -0.2 -0.6 -0.150

29
Properties=species:S:1:pos:R:3:forces:R:3:nbo_charge:R:1 method="wB97M-V/def2-TZVPD" homo_lumo_gap_ev="5.9 / 6.8" total_charge=+2 multiplicity=2 energy_ev=-95276.5732 s2=1.11 lumo_energy_ev="-9.6 / -8.8"
C 0.98454 1.02427 0.50287 -0.3 0.1 0.1 -0.170
H -0.48109 -2.63664 -3.70519 0.0 0.0 0.0 0.255
N -1.02554 -0.94717 1.28293 -0.2 -0.1 0.3 -0.789
H -2.47872 -3.28543 -2.38793 0.0 0.0 0.0 0.256
Mn -0.72758 0.98147 1.19851 -0.6 0.1 -1.1 0.795
C -1.72004 -2.64977 -1.95345 0.0 0.0 0.1 -0.149
H 1.23026 -1.17443 -2.71864 0.0 0.0 0.0 0.244
H -1.94456 -1.22974 1.62632 0.0 0.0 0.0 0.432
H 1.61168 2.87900 1.43419 0.0 0.0 0.0 0.252
S -0.93956 2.16296 2.96764 0.1 0.1 0.5 -0.291
C 3.24530 1.74496 0.61776 -0.1 0.0 0.0 -0.179
C 0.37631 -1.47784 -2.12722 0.0 0.0 -0.1 -0.153
C -1.86472 -2.19860 -0.65231 -0.1 0.0 -0.1 -0.236
H -2.72720 -2.49510 -0.06638 0.0 0.0 0.0 0.239
C 2.65023 -0.31910 -0.51943 0.0 0.0 0.0 -0.206
Sb -3.04247 3.06949 2.35647 -0.2 -0.1 0.1 1.317
H -0.33961 -1.38136 1.90731 0.0 0.0 -0.1 0.428
C 1.91230 1.98500 0.90560 0.2 0.1 0.0 -0.179
S -4.88652 2.92579 3.47654 0.0 0.1 0.0 -0.276
H 4.00158 2.45073 0.93239 0.0 0.0 0.0 0.261
C -0.59610 -2.28977 -2.68759 0.0 0.0 0.0 -0.150
H 2.95310 -1.20166 -1.06892 0.0 0.0 0.0 0.254
C 1.29953 -0.11002 -0.26495 0.0 -0.1 -0.1 0.040
C 3.60322 0.59216 -0.07874 0.0 0.0 0.0 -0.093
S -2.55270 3.85004 0.19731 0.1 -0.1 -0.1 -0.072
H 4.64796 0.40665 -0.29137 0.0 0.0 0.0 0.258
C 0.25556 -1.01035 -0.82028 0.1 0.1 0.0 -0.132
C -0.87774 -1.39886 -0.09951 0.1 0.2 0.1 0.162
S -2.56742 1.73332 0.03609 0.7 -0.2 0.3 -0.118

26
Properties=species:S:1:pos:R:3:forces:R:3:nbo_charge:R:1 method="wB97M-V/def2-TZVPD" smiles="C1=CC=CC(n2cnc3cncnc32)C=C1" homo_lumo_gap_ev=8.5 e_above_lowest_kj_mol=168.2 total_charge=0 energy_ev=-18563.9132 lumo_energy_ev=-0.3
H 0.24187 -2.13686 -1.59222 -0.4 0.4 0.6 0.210
H 1.37545 -0.00219 -1.93203 -1.5 0.0 0.0 0.211
H -1.91096 2.50099 -1.95359 0.7 -0.8 0.1 0.212
C -0.13135 -0.00147 3.30388 0.5 0.0 -2.4 0.231
C 2.17568 0.00136 3.56701 -0.9 0.0 -1.3 0.057
H -3.82220 -1.18643 -2.13291 0.5 -0.2 -0.2 0.219
N -0.16404 -0.00083 1.89697 -1.2 0.0 2.5 -0.457
N 3.30867 0.00050 1.30080 -0.5 0.0 -2.1 -0.444
C -1.65765 1.41860 -1.79768 -0.3 2.6 -0.1 -0.209
H -1.91519 -2.50258 -1.95310 0.7 0.8 0.1 0.212
H -3.81822 1.18974 -2.13510 0.5 0.1 -0.2 0.219
C -2.86259 -0.67707 -2.04294 0.0 1.9 0.7 -0.191
H 3.47468 0.00269 -0.74779 -0.2 0.0 -1.0 0.211
H -1.11186 -0.00448 3.77224 0.2 0.0 0.0 0.185
H 0.24410 2.13512 -1.58404 -0.4 -0.3 0.6 0.210
N 0.94557 0.00150 4.08171 -0.9 0.0 0.3 -0.460
C 0.47549 -0.00328 -1.23595 0.9 0.2 0.0 -0.090
C 2.78526 0.00195 0.06112 -0.2 0.0 3.2 0.214
N 1.38025 0.00198 0.02573 -0.1 0.0 0.4 -0.381
C 2.24508 0.00024 2.16938 -0.6 0.0 -1.2 0.021
C -2.85708 0.67763 -2.04326 -0.4 -2.0 0.6 -0.194
C -0.37641 -1.22802 -1.44586 1.3 -0.8 -0.7 -0.169
C -0.37241 1.23056 -1.44302 1.0 0.5 -0.7 -0.165
C 1.01421 0.00060 1.36379 1.9 0.0 1.4 0.341
C -1.65757 -1.42226 -1.79773 -0.7 -2.4 -0.1 -0.207
H 2.99123 0.00206 4.29459 0.0 0.0 -0.6 0.215

28
Properties=species:S:1:pos:R:3:forces:R:3:nbo_charge:R:1 method="wB97M-V/def2-TZVPD" homo_lumo_gap_ev=8.8 e_above_lowest_kj_mol=447.6 total_charge=0 energy_ev=-22657.2257 lumo_energy_ev=-0.4
H 0.97179 0.09583 1.67534 -0.3 -0.2 -0.6 0.241
O -0.74654 -1.63285 1.61462 -0.4 -0.3 0.5 -0.549
H 2.31270 -1.79661 2.77985 0.1 0.0 0.4 0.251
H 1.70790 1.43862 -0.27924 0.3 0.0 0.1 0.232
C -0.98887 1.66379 -1.72869 -0.5 0.4 0.0 -0.227
N 5.03887 -3.08644 1.65670 -8.5 5.0 0.9 0.053
C -2.30930 2.40262 0.53434 -0.2 0.1 0.6 -0.205
H -2.89562 2.66899 1.42659 0.5 -0.1 -0.3 0.215
C -2.90743 2.64175 -0.69536 0.0 0.0 -0.8 -0.218
C -0.38095 1.39505 -0.49074 -0.6 0.2 -0.2 0.052
C -0.14573 -1.39458 0.59641 -0.1 0.1 0.5 0.549
C -0.44776 -2.06935 -0.66517 0.2 0.2 -0.3 -0.318
N -1.34480 -3.01372 -0.76587 -5.2 -5.7 -0.5 0.072
C 1.02737 -0.36882 0.67091 0.1 -0.6 0.0 -0.379
H -0.61009 1.73842 1.66214 0.0 -0.2 -0.3 0.214
C 2.30119 -1.23605 0.62194 0.4 -0.5 -1.8 0.535
C 2.85323 -1.80074 1.85364 0.3 0.0 -0.3 -0.304
C 0.95004 0.67669 -0.45290 0.1 0.2 -0.2 -0.441
H 0.09574 -1.80537 -1.55671 -0.1 -0.2 -0.2 0.251
C -1.03328 1.82946 0.66298 -0.8 0.3 -0.3 -0.235
H -3.91023 3.07747 -0.74196 0.4 -0.1 0.1 0.215
O 2.77251 -1.54921 -0.47116 -0.2 0.5 0.9 -0.563
H -0.45221 1.35860 -2.60626 0.2 -0.1 -0.4 0.202
H -2.61731 2.55967 -2.86324 -0.1 -0.1 0.0 0.220
C -2.22867 2.32201 -1.88496 1.0 -0.6 1.7 -0.204
N -2.15800 -3.90963 -0.87289 5.8 6.5 0.8 0.047
H 1.16859 0.26249 -1.45417 0.0 -0.1 0.6 0.234
N 3.97688 -2.46812 1.77386 7.5 -4.6 -0.8 0.061

24
Properties=species:S:1:pos:R:3:forces:R:3:nbo_charge:R:1 method="wB97M-V/def2-TZVPD" homo_lumo_gap_ev=9.1 e_above_lowest_kj_mol=544.3 total_charge=+1 energy_ev=-16128.2489 lumo_energy_ev=-4.8
C -0.78330 -0.73338 2.62539 -0.7 -0.9 2.4 -0.132
H 0.94064 4.52737 -1.69501 0.4 -0.4 -0.3 0.116
H 1.09651 -2.06336 -1.05052 0.6 0.0 -2.2 0.219
C -0.00992 -1.70324 1.98267 0.1 0.2 0.5 -0.192
H 0.52721 3.00854 0.59906 0.2 0.2 0.8 0.285
C 0.23256 2.52234 -1.64073 -2.5 -1.4 -2.1 -0.008
H -1.72774 1.39361 -1.74660 0.9 -0.3 -0.4 0.253
C 0.36739 2.34702 -0.21408 -1.1 0.2 1.9 0.010
H -1.63234 1.23767 2.66688 -1.5 2.1 1.4 0.264
C 0.36660 3.80917 -2.34075 1.0 2.8 1.8 0.413
H 2.29557 -2.83089 0.10147 -2.1 0.9 -0.1 0.265
C 0.17654 -0.31165 0.24262 0.0 2.8 -0.6 -0.165
H -0.35823 0.81829 -2.87608 -0.1 -0.5 -0.8 0.255
C -1.10023 0.58054 2.11217 1.4 -3.3 0.4 -0.257
C 1.18754 -2.55000 -0.13452 2.7 0.9 1.1 -0.635
C -0.43276 0.66555 0.96176 1.1 -0.5 -2.3 0.249
C 0.46195 -1.57835 0.69030 0.3 1.4 0.4 0.089
H 0.38280 -2.55876 2.49904 -0.6 -0.4 0.6 0.245
N 1.32779 1.71379 -0.98809 1.7 -0.5 -0.3 -0.282
C 0.23977 0.77038 -0.79798 -0.6 -1.4 -0.2 0.301
H -1.12956 -1.09929 3.70473 0.6 1.4 -2.4 0.271
O -0.19729 4.29579 -3.26957 -0.5 -1.4 -0.7 -0.409
C -0.63746 1.27769 -1.95659 0.0 0.9 1.3 -0.395
H 0.61973 -3.39572 -0.13662 -1.3 -2.7 -0.2 0.241